Here is C4H5N3O in the gas phase from the OMol25 dataset. Energies are from wB97M-V/def2-TZVPD.

Calculated values
**E_LUMO**: -0.13 eV
**2S+1**: 1
**Electronic energy**: -10741.180 eV
**Frontier orbital gap**: 8.7304 eV

```
13
Properties=species:S:1:pos:R:3:mulliken_charge:R:1
C -0.3592 -1.1779 -0.0429 -0.17
C 0.5941 1.0045 -0.1910 -0.11
C 1.6907 0.7209 -1.0256 0.08
C -1.1230 0.5823 1.3297 -1.01
N -0.1810 -1.5717 -1.2443 0.56
N 0.0035 -1.9690 -2.3053 -0.64
N -0.1671 0.1556 0.4305 0.09
O 1.9761 0.8982 -2.1510 -0.45
H -0.9052 -1.8197 0.6610 0.36
H 2.4822 0.9417 -0.2341 0.19
H -0.7563 1.5564 1.5906 0.39
H -2.0687 0.6118 0.8470 0.39
H -1.1862 0.0669 2.3354 0.31
```

Here is a molecular structure, C4H5N3O from the OMol25 dataset. Energies are from wB97M-V/def2-TZVPD.

Calculated values
**E_LUMO**: -0.28 eV
**2S+1**: 1
**Electronic energy**: -10742.050 eV
**Frontier orbital gap**: 9.7340 eV

```
13
Properties=species:S:1:pos:R:3:mulliken_charge:R:1
C -0.6269 1.0997 -0.1564 0.52
C -1.8195 -0.5519 -0.0591 0.01
C 0.3051 -0.1520 0.0137 0.22
C 1.7865 -0.2976 -0.3674 -0.17
H 0.9533 2.3568 -0.1237 0.30
H -2.7709 -1.0317 0.2110 0.38
H -0.4460 -1.7461 0.7626 0.38
H 0.6082 -0.4805 1.1281 0.11
H 2.1066 -1.4114 -0.9215 0.25
N -0.2005 2.3614 -0.1875 -0.69
N -2.0531 0.7438 -0.0730 -0.42
N -0.5261 -1.2789 -0.3380 -0.46
O 2.6833 0.3883 0.1112 -0.44
```

Here is 2 unconnected molecules or ions with the total composition C4H5N3O2 from the OMol25 dataset. Energies are from wB97M-V/def2-TZVPD.

Calculated values
**E_LUMO (spin up / spin down)**: -1.01 / -1.01 eV
**2S+1**: 1
**Electronic energy**: -12787.589 eV
**Frontier orbital gap (spin up / spin down)**: 7.9080 / 7.9028 eV

```
14
Properties=species:S:1:pos:R:3:mulliken_charge:R:1
C -2.0443 -0.0983 -0.4192 -0.34
C -1.5593 -0.5798 0.8008 -0.27
C 0.1529 -0.1972 -1.3411 -0.19
C 2.3373 1.0058 0.5825 -0.04
N -1.1244 0.1772 -1.4111 0.05
N -0.2941 -1.0129 0.9323 -0.58
N 0.4173 -0.8931 -0.1926 0.82
O 1.5438 -1.4148 -0.0285 -0.65
O 1.2433 1.4857 0.4755 -0.43
H -3.0440 0.2976 -0.3683 0.35
H -2.0858 -0.7218 1.6355 0.54
H 3.2407 1.0890 0.0524 0.30
H -1.4491 0.4005 -2.3223 0.27
H 2.6657 0.4621 1.6040 0.15
```

Here is a molecular structure, C4H5N3O4 from the OMol25 dataset. Energies are from wB97M-V/def2-TZVPD.

Calculated values
**E_LUMO**: 0.14 eV
**2S+1**: 1
**Electronic energy**: -16881.871 eV
**Frontier orbital gap**: 10.3799 eV

```
16
Properties=species:S:1:pos:R:3:mulliken_charge:R:1
C 0.8470 0.6226 -0.0215 0.56
C 1.4296 -0.1409 -1.2184 0.10
C -0.7006 0.4068 -0.0230 0.12
C -1.3438 -0.9393 0.0874 0.54
H 0.8278 -0.5048 2.0417 0.31
H 1.8914 0.9031 2.1387 0.31
H 0.8726 1.7205 -0.1639 0.35
H 2.3255 -0.4947 -0.1534 0.45
H -3.2058 -0.7016 -0.6757 0.25
N 1.4613 0.1568 1.2195 -0.87
N -1.5294 1.3680 -0.1322 -0.47
N -2.6074 -0.4280 0.0229 -0.05
O 2.4792 -0.8490 -0.8860 -0.46
O 1.0049 0.0136 -2.2777 -0.51
O -2.8846 0.8451 -0.1835 -0.16
O -0.8676 -1.9780 0.2251 -0.49
```

Here is C4H5N3S in the gas phase from the OMol25 dataset. Energies are from wB97M-V/def2-TZVPD.

Calculated values
**E_LUMO**: -0.65 eV
**2S+1**: 1
**Electronic energy**: -19531.138 eV
**Frontier orbital gap**: 6.9835 eV
**SMILES**: N/N=C1\C=CNC1=S

```
13
Properties=species:S:1:pos:R:3:mulliken_charge:R:1
C -0.5434 0.0827 -0.2174 0.90
C -1.2563 -1.0942 -0.2478 -0.39
C -0.4868 -1.9905 0.3605 -0.67
C 0.6643 -0.0194 0.5421 -0.27
H -1.7152 -0.0524 -2.1735 0.25
H -1.9047 1.7033 -2.7721 0.26
H -2.4746 -1.0195 -0.3667 0.33
H -0.7793 -2.9498 0.3747 0.51
H 1.5434 -1.9951 1.1357 0.28
N -1.6643 0.9489 -1.9704 -0.39
N -0.8046 1.1962 -0.8633 -0.36
N 0.6961 -1.4195 0.7522 -0.07
S 1.7171 1.0852 0.9842 -0.36
```

Here is C4H5N3S in the gas phase from the OMol25 dataset. Energies are from wB97M-V/def2-TZVPD.

Calculated values
**E_LUMO**: 0.51 eV
**2S+1**: 1
**Electronic energy**: -19530.936 eV
**Frontier orbital gap**: 8.8837 eV
**SMILES**: C=C=NSN=C=NC

```
13
Properties=species:S:1:pos:R:3:mulliken_charge:R:1
C -2.6942 0.4753 0.7292 0.63
C -1.3203 1.0330 -1.7086 0.46
C 1.0357 0.2576 -1.3484 -0.71
C -1.8261 -0.1781 1.4566 -0.88
N -3.5757 1.2293 0.2947 -0.36
N -2.3761 1.4012 -2.1137 -0.41
N -0.3446 0.3161 -1.6912 -0.26
S -3.7814 1.8831 -1.2313 0.15
H 1.5629 1.1940 -1.2059 0.31
H 1.1851 -0.4246 -0.4746 0.27
H -2.0285 -1.2106 1.6929 0.21
H 1.4983 -0.2919 -2.1851 0.29
H -0.8549 0.1085 1.7108 0.31
```

Here is a gas-phase ion, C4H5N4O2 (charge -1) from the OMol25 dataset. Energies are from wB97M-V/def2-TZVPD.

Calculated values
**E_LUMO**: 3.84 eV
**Net charge**: -1
**2S+1**: 1
**Electronic energy**: -14284.236 eV
**Frontier orbital gap**: 7.4694 eV
**SMILES**: NN(C(=O)[O-])c1ncc[nH]1

```
15
Properties=species:S:1:pos:R:3:mulliken_charge:R:1
C 1.8690 1.6366 -0.5121 -0.30
C 2.2799 0.5707 0.1858 -0.41
C 0.2255 0.2440 -0.4676 0.38
C -2.4491 0.0904 -0.0715 0.52
N 0.6395 1.4230 -0.9729 -0.66
N 1.2216 -0.3675 0.2122 -0.05
N -0.8775 -1.7449 0.2968 -0.81
N -0.9675 -0.3490 -0.5495 0.01
O -2.4416 0.6180 1.0083 -0.63
O -3.2947 -0.0765 -0.9298 -0.66
H 2.4148 2.4503 -1.0859 0.29
H 3.1367 0.4146 0.8137 0.38
H 1.1575 -1.2395 0.8470 0.32
H -1.7312 -2.1844 -0.0357 0.33
H -1.1829 -1.4859 1.2612 0.30
```

Here is 2 unconnected molecules or ions with the total composition C4H5N4O3 from the OMol25 dataset. Energies are from wB97M-V/def2-TZVPD.

Calculated values
**E_LUMO (spin up / spin down)**: -5.27 / -7.21 eV
**Net charge**: +1
**2S+1**: 3
**Electronic energy**: -16315.816 eV
**Frontier orbital gap (spin up / spin down)**: 7.1453 / 7.3216 eV

```
16
Properties=species:S:1:pos:R:3:mulliken_charge:R:1
C 1.8569 0.2772 -0.6564 -0.27
C 2.4122 -1.4969 0.4667 -0.11
C 0.8465 -0.0412 0.2854 0.48
C -0.4898 0.4451 0.3261 0.09
N 2.8412 -0.6532 -0.4589 -0.46
N 1.2238 -1.1202 0.9946 -0.08
N -2.5809 -0.8350 -0.3048 0.76
N -0.9132 1.6441 0.1670 0.04
O -2.6820 -0.5551 -1.4381 -0.36
O -3.0711 -1.2889 0.6664 -0.42
O -2.2592 1.7704 -0.2335 -0.35
H 1.6988 0.7925 -1.5235 0.44
H 3.1003 -2.2110 0.9188 0.37
H 0.7069 -1.6748 1.6372 0.21
H -0.3064 2.3520 -0.0121 0.26
H -2.3841 2.5952 -0.8349 0.37
```

Here is a gas-phase ion, C4H5N4O4 (charge +1) from the OMol25 dataset. Energies are from wB97M-V/def2-TZVPD.

Calculated values
**E_LUMO (spin up / spin down)**: -6.23 / -6.23 eV
**Net charge**: +1
**2S+1**: 1
**Electronic energy**: -18363.273 eV
**Frontier orbital gap (spin up / spin down)**: 8.6868 / 8.6878 eV
**SMILES**: Cc1nco[n+](=O)c(=[N+]([O-])[O-])[nH+]1

```
17
Properties=species:S:1:pos:R:3:mulliken_charge:R:1
C -0.2177 2.0949 0.5014 0.05
C -1.1709 0.0001 0.1328 0.84
C 1.2462 -0.3113 0.0151 -0.09
C -2.4844 -0.5054 -0.2446 -1.06
N -1.0959 1.2338 0.5930 -0.32
N -0.1187 -0.7375 -0.1175 -0.07
N 1.7987 0.8601 -0.2894 0.66
N 2.2315 -1.4134 0.1833 1.06
O 2.9242 1.1923 -0.4243 -0.43
O 0.8709 2.0793 -0.2920 -0.35
O 3.3123 -1.1555 0.5525 -0.49
O 1.7799 -2.4583 -0.1300 -0.64
H -0.4438 2.9697 1.1001 0.46
H -3.2559 -0.5390 0.5461 0.37
H -2.6315 -1.6769 -0.5520 0.31
H -2.7100 0.0791 -1.0675 0.34
H -0.0349 -1.7119 -0.5070 0.36
```

Here is C4H5N5O4S in the gas phase from the OMol25 dataset. Energies are from wB97M-V/def2-TZVPD.

Calculated values
**E_LUMO**: -0.27 eV
**2S+1**: 1
**Electronic energy**: -30701.420 eV
**Frontier orbital gap**: 8.2743 eV

```
19
Properties=species:S:1:pos:R:3:mulliken_charge:R:1
C -0.3909 -0.3246 -0.4672 0.32
C -1.6849 0.0151 -0.7712 0.51
C 0.3923 0.6943 0.2455 0.45
C -1.2250 2.3794 0.0600 0.51
N -0.0230 1.8911 0.5533 -0.65
N -3.3471 1.5699 -0.6749 -0.99
N -2.0471 1.3319 -0.3973 0.63
N 0.1834 -1.5993 -0.6445 -0.60
N 1.6101 0.3356 0.7449 -0.60
O -1.5338 3.5648 0.1269 -0.62
O -3.8332 -1.5310 1.1179 -0.43
O -2.7192 -0.8170 -1.1392 -0.42
O -4.2419 0.7917 0.2623 -0.27
S -4.1850 -0.8778 -0.1266 0.73
H -3.6381 2.4989 -0.5292 0.31
H 1.0251 -1.6995 -1.1482 0.24
H -0.5055 -2.1790 -1.1042 0.26
H 1.4816 -0.5957 1.1417 0.31
H 1.8046 0.9308 1.5577 0.33
```

Here is a gas-phase ion, C4H5N6 (charge +1) from the OMol25 dataset. Energies are from wB97M-V/def2-TZVPD.

Calculated values
**E_LUMO (spin up / spin down)**: -5.87 / -5.85 eV
**Net charge**: +1
**2S+1**: 1
**Electronic energy**: -13157.959 eV
**Frontier orbital gap (spin up / spin down)**: 7.8333 / 7.1070 eV
**SMILES**: N=C=C(N)Nc1c#[n+][nH]n1

```
15
Properties=species:S:1:pos:R:3:mulliken_charge:R:1
C 1.8471 -0.9638 -0.3165 0.07
C 1.5978 0.3376 0.1615 0.41
C -0.5416 -1.3279 0.0859 0.30
C -0.7335 0.0775 0.1034 0.44
N 3.1352 -1.1689 -0.3245 -0.53
N 2.7729 0.9252 0.3593 -0.59
N -1.0304 -2.3780 0.4107 -0.36
N 3.6447 -0.0219 0.0723 0.33
N 0.3313 0.8747 0.2408 -0.10
N -1.9417 0.5668 -0.1913 -0.34
H -0.7296 -3.3188 0.1899 0.34
H 4.6405 0.1610 0.0804 0.26
H 0.2411 1.8857 0.2518 0.29
H -2.7531 -0.0313 -0.1767 0.26
H -2.0783 1.5474 -0.3891 0.23
```

Here is 2 unconnected molecules or ions with the total composition C4H5NO from the OMol25 dataset. Energies are from wB97M-V/def2-TZVPD.

Calculated values
**E_LUMO**: -0.14 eV
**2S+1**: 1
**Electronic energy**: -7763.152 eV
**Frontier orbital gap**: 8.5031 eV
**SMILES**: C=C=C=O.C=N

```
11
Properties=species:S:1:pos:R:3:mulliken_charge:R:1
C -1.7904 0.1325 -1.0128 -0.29
N -0.9369 -0.7777 -0.7780 -0.37
C 0.5616 -0.6614 1.8074 0.80
O -0.1420 -1.3575 2.4327 -0.40
C 1.5674 0.0536 1.3539 -0.41
C 1.8930 0.7751 0.2882 -0.47
H -2.4002 0.1983 -1.9300 0.25
H 1.2028 0.8943 -0.5680 0.20
H -1.8866 0.9363 -0.2658 0.25
H -0.9325 -1.4749 -1.5383 0.20
H 2.8639 1.2814 0.2106 0.25
```

Here is C4H5NO in the gas phase from the OMol25 dataset. Energies are from wB97M-V/def2-TZVPD.

Calculated values
**E_LUMO**: 0.82 eV
**2S+1**: 1
**Electronic energy**: -7765.056 eV
**Frontier orbital gap**: 9.3784 eV
**SMILES**: Oc1ccc[nH]1

```
11
Properties=species:S:1:pos:R:3:mulliken_charge:R:1
O 2.1913 0.4553 -0.0667 -0.50
C 0.8747 0.1237 -0.0191 0.19
C 0.2568 -1.0513 0.2177 -0.52
C -1.1540 -0.7936 0.0821 -0.15
C -1.3180 0.5332 -0.1464 -0.59
N -0.0573 1.1762 -0.1707 -0.34
H 2.4030 0.5323 -1.0082 0.35
H 0.7480 -1.9776 0.4632 0.44
H -1.9336 -1.5400 0.1566 0.40
H -2.2275 1.1009 -0.3069 0.41
H 0.2164 1.4409 0.7983 0.32
```

Here is C4H5NO in the gas phase from the OMol25 dataset. Energies are from wB97M-V/def2-TZVPD.

Calculated values
**E_LUMO**: 0.97 eV
**2S+1**: 1
**Electronic energy**: -7765.022 eV
**Frontier orbital gap**: 10.5802 eV
**SMILES**: Cc1ccno1

```
11
Properties=species:S:1:pos:R:3:mulliken_charge:R:1
C -1.7224 -0.0574 0.1336 -0.99
C -0.2335 0.0539 0.2328 0.50
C 0.7538 0.7646 -0.3826 -0.39
C 1.9084 -0.0356 -0.1603 -0.22
N 1.6571 -1.0776 0.5829 -0.37
O 0.3144 -1.0105 0.8510 -0.13
H -2.2750 0.2071 1.0413 0.25
H -2.1103 0.5087 -0.7174 0.32
H -1.8906 -1.1224 -0.0607 0.29
H 0.7044 1.6990 -0.9277 0.34
H 2.8938 0.0703 -0.5928 0.39
```

Here is C4H5NO in the gas phase from the OMol25 dataset. Energies are from wB97M-V/def2-TZVPD.

Calculated values
**E_LUMO**: 0.94 eV
**2S+1**: 1
**Electronic energy**: -7762.760 eV
**Frontier orbital gap**: 9.1080 eV

```
11
Properties=species:S:1:pos:R:3:mulliken_charge:R:1
C 1.4321 0.1706 -0.5460 -0.78
C 0.3505 0.5791 -1.2025 0.07
O -0.8936 -0.0049 -1.1935 -0.34
C -1.3115 -0.7075 -0.1022 -0.05
N -0.9177 -0.4732 1.0733 -0.06
C -0.1591 -0.2174 2.0387 -0.27
H 1.4498 -0.6918 0.1098 0.33
H 2.3519 0.7318 -0.6688 0.24
H 0.3446 1.4395 -1.8638 0.34
H -2.0981 -1.4176 -0.3247 0.36
H -0.5700 0.5867 2.6724 0.17
```

Here is C4H5NO in the gas phase from the OMol25 dataset. Energies are from wB97M-V/def2-TZVPD.

Calculated values
**E_LUMO**: 0.28 eV
**2S+1**: 1
**Electronic energy**: -7761.895 eV
**Frontier orbital gap**: 9.6579 eV
**SMILES**: Cc1ccno1

```
11
Properties=species:S:1:pos:R:3:mulliken_charge:R:1
C 1.3548 -0.1701 -0.9779 -0.81
C 0.4700 -0.5085 0.4280 0.16
C -0.8761 -0.8151 0.6995 -0.49
C -1.4849 0.4648 0.7520 -0.06
N -0.6266 1.4447 0.6240 -0.36
O 0.5647 0.8477 0.5862 -0.06
H 2.4157 -0.1853 -0.7483 0.27
H 0.9901 -0.9214 -1.6441 0.32
H 1.1453 0.8385 -1.4361 0.29
H -1.4310 -1.7406 0.8703 0.34
H -2.5219 0.7454 0.8464 0.41
```

Here is a molecular structure, C4H5NO from the OMol25 dataset. Energies are from wB97M-V/def2-TZVPD.

Calculated values
**E_LUMO**: 0.52 eV
**2S+1**: 1
**Electronic energy**: -7762.899 eV
**Frontier orbital gap**: 10.3279 eV

```
11
Properties=species:S:1:pos:R:3:mulliken_charge:R:1
C 0.9641 0.0076 0.0408 0.41
C -0.1660 -0.9312 0.3631 -0.36
C -1.5138 -0.4754 -0.0889 -0.16
C -2.4813 0.2624 -0.2706 -0.22
H 1.3909 2.0704 -0.0263 0.27
H -0.3258 1.6230 0.2472 0.20
H -0.0025 -1.0503 1.7601 0.24
H 0.1905 -2.0890 -0.0841 0.25
H -3.5444 0.4565 -0.4254 0.34
N 0.6408 1.3543 0.2302 -0.35
O 2.1235 -0.4589 -0.4187 -0.61
```

Here is C4H5NO in the gas phase from the OMol25 dataset. Energies are from wB97M-V/def2-TZVPD.

Calculated values
**E_LUMO**: 0.60 eV
**2S+1**: 1
**Electronic energy**: -7766.056 eV
**Frontier orbital gap**: 10.9646 eV
**SMILES**: CC(=O)CC#N

```
11
Properties=species:S:1:pos:R:3:mulliken_charge:R:1
C -1.3622 0.3252 -0.1133 -1.11
C -0.4127 -0.7071 0.4134 0.56
O -0.7471 -1.7386 0.9321 -0.53
C 1.0759 -0.4734 0.0814 -0.33
C 1.4421 0.9006 -0.2752 0.21
N 1.6999 1.9954 -0.5463 -0.38
H -2.3897 0.0440 0.1184 0.31
H -1.1556 0.2764 -1.1780 0.33
H -1.1449 1.3118 0.3215 0.36
H 1.3818 -1.1483 -0.7336 0.26
H 1.6124 -0.7859 0.9796 0.31
```

Here is C4H5NO in the gas phase from the OMol25 dataset. Energies are from wB97M-V/def2-TZVPD.

Calculated values
**E_LUMO**: 0.93 eV
**2S+1**: 1
**Electronic energy**: -7765.174 eV
**Frontier orbital gap**: 10.4869 eV
**SMILES**: [H]/N=C1/C=CCO1

```
11
Properties=species:S:1:pos:R:3:mulliken_charge:R:1
N -0.9570 -1.9876 -0.6706 -0.67
C -0.4659 -0.8658 -0.3698 0.35
C -0.0574 -0.5110 0.9689 -0.21
C 0.5154 0.6745 1.0052 -0.29
C 0.4176 1.2690 -0.4312 -0.27
O -0.1970 0.2022 -1.1879 -0.38
H -1.1807 -2.0379 -1.6564 0.27
H -0.1599 -1.1311 1.8327 0.41
H 0.9568 0.7270 1.9762 0.35
H 1.3693 1.5122 -0.9264 0.22
H -0.2411 2.1485 -0.5406 0.22
```

Here is C4H5NO in the gas phase from the OMol25 dataset. Energies are from wB97M-V/def2-TZVPD.

Calculated values
**E_LUMO (spin up / spin down)**: 0.25 / 0.25 eV
**2S+1**: 1
**Electronic energy**: -7761.099 eV
**Frontier orbital gap (spin up / spin down)**: 8.1284 / 8.1303 eV

```
11
Properties=species:S:1:pos:R:3:mulliken_charge:R:1
C -1.4587 -0.4687 -0.2465 -1.22
C -0.0186 -0.0853 -0.4090 1.23
C 1.1769 -1.0913 -0.2376 -0.52
O 0.7762 -0.5038 -1.4881 -0.36
C 0.5026 1.0127 0.2273 -0.14
N 0.8697 1.9757 0.8635 -0.45
H -2.0605 -0.0576 -1.0632 0.29
H -1.5242 -1.5585 -0.2392 0.37
H -1.8418 -0.0773 0.7025 0.33
H 2.1289 -0.5677 0.0380 0.16
H 1.4377 1.7720 1.6857 0.31
```